The following is a quantum chemistry calculation of a structure of composition C10H16BrClIrO4P2 at a distorted geometry, from OMol25.

Each line ends with the Löwdin charge.
CARTESIAN COORDINATES (ANGSTROEM)
Ir  1.10  0.62  1.45  0.931
O  -1.02  3.53  1.39  -0.278
Cl  0.33  3.41  1.90  0.788
O  0.78  4.47  2.79  -0.247
O  0.56  2.01  2.66  -0.597
O  1.28  3.32  0.76  -0.386
C  2.87  0.74  -1.44  -0.199
P  1.66  -0.30  -0.50  0.654
C  2.35  -2.00  -0.59  -0.256
C  0.07  -0.29  -1.37  -0.380
C  -0.14  0.14  -2.68  -0.051
C  -1.45  0.35  -3.14  -0.029
C  -2.55  0.16  -2.29  -0.032
C  -2.36  -0.35  -1.01  -0.059
C  -1.04  -0.52  -0.58  -0.404
P  -0.80  -0.68  1.17  0.703
C  -0.85  -2.44  1.72  -0.228
C  -2.20  0.05  2.03  -0.238
H  3.54  0.07  -1.99  0.055
H  3.45  1.26  -0.67  0.047
H  2.38  1.45  -2.07  0.039
H  2.53  -2.28  -1.64  0.075
H  1.65  -2.73  -0.18  0.037
H  3.28  -2.04  -0.05  0.027
H  0.72  0.34  -3.36  0.127
H  -1.60  0.75  -4.13  0.116
H  -3.55  0.29  -2.67  0.119
H  -3.19  -0.44  -0.33  0.106
H  -1.49  -3.07  1.10  0.069
H  -1.21  -2.48  2.73  0.056
H  0.20  -2.78  1.70  -0.029
H  -3.07  -0.59  2.07  0.062
H  -2.55  1.00  1.57  0.072
H  -1.87  0.30  3.04  0.055
Br  2.21  -1.27  2.59  0.276

Its expectation value of S² is 6.0138. The net charge is +1. For the energy above the lowest of the compared OMol25 structures with the same formula, charge and spin, the calculation gives 0.00 kcal per mole. The HOMO-LUMO gap (spin up / spin down) comes out at 7.72 / 6.48 eV. The multiplicity is 5.

***

The following is a quantum chemistry calculation of a structure of composition C10H16Cl2N2Ru at a distorted geometry, from OMol25.

Each line ends with the Löwdin charge.
CARTESIAN COORDINATES (ANGSTROEM)
Ru  1.49  -0.26  0.48  0.816
Cl  0.54  -2.31  0.19  -0.081
Cl  1.73  1.77  1.51  -0.067
C  3.20  -0.59  0.09  -0.448
H  3.80  0.36  -0.02  -0.054
H  3.43  -1.37  -0.64  -0.067
C  -0.63  0.99  -0.70  -0.224
C  0.59  0.68  -1.18  -0.504
H  -0.67  1.12  0.39  0.036
C  0.83  -0.25  -2.40  -0.255
H  1.26  1.54  -1.17  0.062
C  -0.31  -0.02  -3.44  -0.229
H  1.81  -0.10  -2.84  0.092
H  0.76  -1.29  -2.03  0.014
C  -1.71  0.04  -2.76  -0.199
H  -0.03  0.92  -3.95  0.101
H  -0.21  -0.82  -4.20  0.091
C  -1.77  1.17  -1.65  -0.188
H  -2.49  0.12  -3.56  0.096
H  -1.88  -0.95  -2.34  0.096
H  -1.57  2.06  -2.24  0.093
H  -2.78  1.31  -1.25  0.092
N  -1.00  0.19  4.36  0.030
C  -0.83  -1.20  4.41  -0.106
C  -0.19  -1.53  3.22  -0.170
N  0.08  -0.37  2.49  -0.102
C  -0.46  0.64  3.18  -0.242
H  -1.42  0.76  5.07  0.132
H  -1.13  -1.81  5.22  0.082
H  0.07  -2.48  2.84  0.036
H  -0.49  1.68  2.93  0.069

Its expectation value of S² is 8.7712. The net charge is -1. The HOMO-LUMO gap (spin up / spin down) comes out at 4.05 / 7.05 eV. The multiplicity is 6.

***

Sequential calculated total energy output: -122784.6297 -41232.7612 eV